DFT (the ωB97M-V functional and the def2-TZVPD basis) results for one molecule with the formula C18H17N3O3S at a distorted geometry.

Structure (XYZ):
```
42
Properties=species:S:1:pos:R:3:nbo_charge:R:1
C -1.370 7.275 -2.161 -0.624
C -1.138 5.869 -1.702 -0.011
C -1.708 5.404 -0.527 -0.225
C -1.467 4.098 -0.140 -0.218
C -0.660 3.236 -0.910 0.172
C -0.092 3.712 -2.087 -0.205
C -0.337 5.014 -2.465 -0.214
H 0.100 5.391 -3.378 0.213
H 0.526 3.057 -2.679 0.223
N -0.513 1.975 -0.401 -0.510
C -1.151 1.826 0.695 0.292
N -1.214 0.697 1.457 -0.627
C -0.619 -0.529 1.252 0.697
O -0.790 -1.422 2.043 -0.566
C 0.232 -0.652 0.003 -0.341
N 0.795 -1.976 -0.063 -0.469
C 0.132 -3.039 -0.635 0.723
O -0.900 -2.945 -1.245 -0.579
C 0.944 -4.294 -0.371 -0.301
H 1.234 -4.728 -1.332 0.241
C 2.154 -3.817 0.438 -0.313
C 1.963 -2.319 0.583 0.725
O 2.685 -1.535 1.138 -0.579
H 3.098 -3.997 -0.084 0.242
C 2.238 -4.435 1.848 -0.438
C 0.885 -4.414 2.488 -0.189
C -0.159 -4.828 1.789 -0.177
C 0.053 -5.299 0.384 -0.443
H 0.552 -6.274 0.391 0.216
H -0.892 -5.401 -0.150 0.238
H -1.160 -4.820 2.188 0.215
H 0.795 -4.046 3.497 0.217
H 2.589 -5.468 1.758 0.216
H 2.966 -3.874 2.434 0.238
H 1.039 0.084 0.034 0.271
H -0.385 -0.478 -0.882 0.272
H -1.776 0.755 2.300 0.422
S -2.047 3.255 1.270 0.326
H -2.329 6.045 0.078 0.217
H -1.843 7.278 -3.142 0.221
H -2.008 7.813 -1.465 0.214
H -0.423 7.806 -2.248 0.221
```

Its energy above the lowest of the compared OMol25 structures with the same formula, charge and spin is 10.28 kJ/mol. As for the orbital gap: 9.061 eV. The SMILES is Cc1ccc2nc(NC(=O)CN3C(=O)[C@H]4CC=CC[C@H]4C3=O)sc2c1. The calculation puts the HOMO energy at -8.50 eV. Its molecular weight is 355.4 g mol⁻¹.